# 1
Entry from OMol25: C20H28CdF3O2 as an isolated structure (ωB97M-V with the def2-TZVPD basis set).

The value obtained for the total energy is -38003.5210 eV. The total charge is -1. For the relative energy (zero: lowest compared OMol25 entry of this formula, charge and spin), the calculation gives 0.0000 eV.

Element x y z (Å)
O1 0.589 0.361 -7.056
C1 0.458 1.596 -7.851
C2 0.317 0.886 -9.186
H1 1.368 2.218 -7.757
H2 -0.427 2.175 -7.567
C3 0.483 -0.383 -8.301
H3 1.112 1.103 -9.905
H4 -0.688 1.000 -9.618
C4 1.735 -1.200 -8.550
H5 2.630 -0.588 -8.433
H6 1.715 -1.622 -9.564
H7 1.760 -2.034 -7.841
C5 -0.745 -1.264 -8.360
H8 -1.640 -0.690 -8.099
H9 -0.635 -2.121 -7.686
H10 -0.854 -1.640 -9.391
Cd1 0.327 0.188 -0.823
C6 -2.183 -0.590 1.115
C7 -1.479 0.629 1.039
C8 -1.690 1.175 -0.287
H11 -0.971 1.152 1.848
C9 -2.549 0.245 -0.991
C10 -2.782 -0.855 -0.141
H12 -3.371 -1.735 -0.391
H13 -2.295 -1.203 2.010
H14 -1.522 2.211 -0.565
H15 -3.005 0.435 -1.956
C11 1.150 -1.885 1.476
C12 0.503 -2.848 0.659
C13 0.896 -2.651 -0.674
H16 -0.127 -3.658 1.026
C14 1.826 -1.550 -0.714
C15 2.002 -1.108 0.653
H17 2.772 -0.425 1.000
H18 1.052 -1.792 2.555
H19 0.611 -3.250 -1.539
H20 2.482 -1.305 -1.550
O2 1.183 1.126 -3.388
C16 0.188 0.270 -4.028
C17 -0.862 1.168 -4.653
H21 -0.264 -0.443 -3.303
H22 0.705 -0.365 -4.767
C18 -0.110 2.483 -4.882
H23 -1.652 1.376 -3.923
H24 -1.324 0.751 -5.543
C19 0.827 2.511 -3.674
H25 -0.768 3.352 -4.934
H26 0.471 2.416 -5.816
H27 0.329 2.980 -2.802
H28 1.770 3.036 -3.854
F1 0.659 3.181 -0.102
C20 1.318 1.993 0.154
F2 1.357 1.891 1.537
F3 2.617 2.200 -0.244

Here are the Mulliken charges for atoms 1 to 2, given in e:
1 O -0.290
2 C -0.607


# 2
Entry from OMol25: C3H3NOS3 as an isolated structure (ωB97M-V with the def2-TZVPD basis set).

The value obtained for the total energy is -39198.5667 eV. The total charge is 0. For the relative energy (zero: lowest compared OMol25 entry of this formula, charge and spin), the calculation gives 3.8749 eV.

Element x y z (Å)
C1 1.280 -0.089 0.004
C2 1.171 1.425 0.214
C3 -1.194 0.200 0.095
H1 -1.086 -2.119 0.537
H2 1.406 1.987 1.138
H3 1.825 1.813 -0.486
N1 0.010 -0.560 0.003
O1 -0.102 -1.881 -0.277
S1 2.696 -0.606 0.028
S2 -0.634 1.726 -0.184
S3 -2.621 -0.617 0.102

Here are the Mulliken charges for atoms 1 to 2, given in e:
1 C 0.113
2 C -0.530


# 3
Entry from OMol25: a 2-piece molecular cluster, C4H15N2O overall (ωB97M-V with the def2-TZVPD basis set).

Its spin multiplicity is 2. The value obtained for the total energy is -9400.1702 eV. The total charge is +2. For the relative energy (zero: lowest compared OMol25 entry of this formula, charge and spin), the calculation gives 0.7348 eV.

Element x y z (Å)
C1 2.347 -0.740 -0.786
N1 0.973 -1.167 -1.181
C2 0.818 -1.225 -2.671
H1 2.452 -0.775 0.293
H2 3.069 -1.397 -1.259
H3 2.490 0.275 -1.152
H4 0.260 -0.515 -0.793
H5 0.774 -2.088 -0.793
H6 1.011 -0.230 -3.059
H7 -0.189 -1.538 -2.930
H8 1.558 -1.915 -3.062
C3 -1.678 0.814 0.773
O1 -1.342 0.317 -0.528
C4 -0.459 0.812 1.709
N2 -0.815 1.352 2.981
H9 -2.039 1.838 0.678
H10 -2.468 0.198 1.214
H11 -2.098 0.559 -1.082
H12 -0.094 -0.220 1.871
H13 0.362 1.398 1.289
H14 -0.065 1.517 3.669
H15 -1.641 0.964 3.454

Here are the Mulliken charges for atoms 1 to 2, given in e:
1 C -0.854
2 N -0.068